i | Formula: C18H16N2O5S
Source: OMol25
Level of theory: ωB97M-V/def2-TZVPD

ORCA input file:
```
! RIJCOSX wB97M-V def2-TZVPD def2/J DEFGRID3
* xyz 0 1
O -1.98 0.35 2.82
C -2.49 -0.07 1.81
C -3.89 0.32 1.39
S -3.66 1.26 -0.18
O -4.74 2.20 -0.33
O -3.48 0.28 -1.22
C -2.13 2.10 0.10
C -1.91 2.99 1.12
N -0.59 3.28 1.20
C 0.08 2.57 0.24
C 1.44 2.51 -0.06
C 1.83 1.69 -1.10
C 0.90 0.96 -1.83
C -0.45 1.01 -1.55
C -0.87 1.81 -0.49
N -1.90 -0.87 0.89
C -0.54 -1.19 0.77
C 0.42 -0.79 1.71
C 1.75 -1.06 1.47
C 2.16 -1.73 0.33
C 1.20 -2.19 -0.57
C -0.14 -1.90 -0.35
O 1.53 -2.90 -1.70
C 2.85 -3.38 -1.68
C 3.81 -2.29 -1.21
O 3.50 -1.92 0.12
H -4.35 0.97 2.12
H -4.53 -0.52 1.15
H -2.63 3.42 1.79
H -0.17 3.88 1.88
H 2.16 3.08 0.51
H 2.88 1.62 -1.35
H 1.24 0.34 -2.65
H -1.17 0.45 -2.12
H -2.43 -1.05 0.04
H 0.12 -0.26 2.59
H 2.51 -0.74 2.17
H -0.87 -2.24 -1.08
H 2.93 -4.24 -1.00
H 3.08 -3.70 -2.70
H 3.71 -1.42 -1.87
H 4.84 -2.63 -1.21
*
```

Properties
* SMILES: O=C(CS(=O)(=O)c1c[nH]c2ccccc12)Nc1ccc2c(c1)OCCO2


ii | Formula: C18H16N2O5S
Source: OMol25
Level of theory: ωB97M-V/def2-TZVPD

ORCA input file:
```
! RIJCOSX wB97M-V def2-TZVPD def2/J DEFGRID3
* xyz 0 1
C -4.83 -2.25 0.94
C -3.36 -2.19 1.35
O -2.61 -1.85 0.19
C -1.29 -1.70 0.29
C -0.54 -1.89 1.43
C 0.83 -1.59 1.44
C 1.47 -1.18 0.31
S 3.08 -0.42 0.49
O 3.47 -0.52 1.86
O 4.02 -0.83 -0.52
N 2.72 1.20 0.12
C 1.42 1.61 0.38
C 0.92 1.44 1.67
C -0.42 1.69 1.96
C -1.23 2.11 0.93
C -0.72 2.33 -0.34
C 0.60 2.10 -0.65
O -1.72 2.75 -1.17
C -2.90 2.73 -0.39
O -2.57 2.38 0.94
C 0.77 -1.06 -0.91
C 1.37 -0.70 -2.13
C 0.59 -0.54 -3.24
C -0.80 -0.75 -3.13
N -1.38 -1.12 -2.02
C -0.63 -1.29 -0.92
H -5.14 -1.28 0.56
H -4.97 -2.99 0.16
H -5.44 -2.51 1.80
H -3.21 -1.43 2.13
H -3.04 -3.17 1.74
H -1.00 -2.22 2.35
H 1.40 -1.67 2.35
H 3.06 1.44 -0.80
H 1.59 1.09 2.43
H -0.81 1.54 2.95
H 0.98 2.25 -1.64
H -3.37 3.72 -0.41
H -3.60 1.98 -0.81
H 2.45 -0.58 -2.17
H 1.02 -0.27 -4.20
H -1.45 -0.61 -3.98
*
```

Properties
* SMILES: CCOc1ccc(S(=O)(=O)Nc2ccc3c(c2)OCO3)c2cccnc12


Which of them is the most stable, and which is the least stable? i and ii, in that order.


i | Formula: C8H7N3O
Source: OMol25
Level of theory: ωB97M-V/def2-TZVPD

ORCA input file:
```
! RIJCOSX wB97M-V def2-TZVPD def2/J DEFGRID3
* xyz 0 1
H 2.19 -2.44 1.36
N 1.91 -1.92 0.49
C 1.69 -0.68 0.43
C 1.20 0.13 -0.67
C 1.29 1.66 -0.46
C 0.13 2.26 -0.12
C -0.85 1.18 0.12
N -2.16 1.29 0.30
C -2.85 0.18 0.37
N -2.39 -1.07 0.09
C -1.10 -1.21 -0.31
O -0.63 -2.44 -0.53
C -0.30 -0.02 -0.37
H 1.79 -0.13 1.34
H 1.52 -0.20 -1.77
H 2.16 2.24 -0.60
H 0.07 3.16 0.44
H -3.98 0.38 0.54
H 0.32 -2.38 -0.63
*
```

Properties
* SMILES: [H]/N=C/[C@@H]1C=Cc2ncnc(O)c21


ii | Formula: C8H7N3O
Source: OMol25
Level of theory: ωB97M-V/def2-TZVPD

ORCA input file:
```
! RIJCOSX wB97M-V def2-TZVPD def2/J DEFGRID3
* xyz 0 1
N 3.20 1.38 0.10
C 1.94 0.57 -0.01
N 0.90 1.24 -0.02
C -0.35 0.65 0.20
C -1.55 1.34 0.08
C -2.82 0.68 0.02
C -2.83 -0.70 -0.22
C -1.58 -1.37 0.03
C -0.38 -0.74 0.20
N 0.78 -1.43 0.22
C 2.12 -0.92 -0.02
O 3.10 -1.52 -0.13
H 4.10 1.02 -0.40
H 2.81 2.33 -0.31
H -1.46 2.42 0.01
H -3.55 1.42 0.13
H -3.62 -1.35 -0.47
H -1.52 -2.50 -0.07
H 0.71 -2.49 0.66
*
```

Properties
* SMILES: Nc1nc2ccccc2[nH]c1=O


Which of them is the most stable, and which is the least stable? ii and i, in that order.


i | Formula: C27H63N9O9
Source: OMol25
Level of theory: ωB97M-V/def2-TZVPD

ORCA input file:
```
! RIJCOSX wB97M-V def2-TZVPD def2/J DEFGRID3
* xyz 0 1
C 1.63 0.48 6.28
N 1.68 0.92 4.90
C 2.90 1.31 4.49
C 0.57 1.30 4.31
O 0.52 1.84 3.21
H 2.63 0.12 6.54
H 0.96 -0.37 6.43
H 1.39 1.34 6.89
H 3.57 1.83 5.17
H 3.42 0.38 4.27
H 2.92 1.92 3.58
H -0.30 0.94 4.88
C 1.37 -2.97 1.87
N 1.97 -1.97 1.06
C 2.85 -1.00 1.69
C 1.89 -2.07 -0.24
O 2.38 -1.36 -1.01
H 0.55 -2.58 2.47
H 2.14 -3.35 2.54
H 0.96 -3.84 1.37
H 2.31 -0.35 2.39
H 3.39 -1.65 2.38
H 3.52 -0.40 1.08
H 1.42 -3.02 -0.53
C 1.45 2.16 -1.29
N 2.74 2.37 -0.57
C 3.89 2.25 -1.40
C 2.78 2.50 0.77
O 3.87 2.39 1.43
H 1.59 1.46 -2.11
H 1.05 3.05 -1.77
H 0.71 1.73 -0.62
H 4.44 1.35 -1.12
H 3.63 2.13 -2.45
H 4.58 3.08 -1.28
H 1.78 2.47 1.21
C -2.52 -2.84 7.66
N -2.64 -1.64 6.77
C -2.70 -2.01 5.27
C -2.59 -0.39 7.25
O -2.70 0.52 6.49
H -2.64 -2.62 8.72
H -1.51 -3.23 7.61
H -3.31 -3.58 7.53
H -1.78 -2.57 5.10
H -3.51 -2.68 4.99
H -2.64 -1.14 4.63
H -2.57 -0.41 8.35
C -1.62 0.21 1.47
N -1.95 -0.06 0.11
C -1.67 -1.42 -0.39
C -2.37 0.96 -0.71
O -2.45 0.79 -1.91
H -2.04 -0.49 2.19
H -1.85 1.23 1.77
H -0.53 0.13 1.52
H -2.05 -1.51 -1.41
H -0.65 -1.80 -0.41
H -2.30 -2.12 0.16
H -2.43 1.90 -0.13
C -2.07 2.26 -5.58
N -0.99 3.16 -5.19
C -0.03 3.42 -6.22
C -0.89 3.59 -3.89
O 0.08 4.25 -3.48
H -2.62 2.73 -6.39
H -2.66 1.87 -4.75
H -1.75 1.36 -6.10
H -0.49 3.89 -7.09
H 0.76 4.10 -5.89
H 0.35 2.46 -6.57
H -1.73 3.19 -3.29
C -2.73 -6.80 -2.93
N -1.65 -5.76 -2.70
C -0.82 -5.40 -3.88
C -1.51 -5.24 -1.46
O -0.73 -4.34 -1.24
H -3.29 -7.00 -2.02
H -2.36 -7.78 -3.24
H -3.43 -6.45 -3.70
H 0.06 -4.82 -3.60
H -0.47 -6.39 -4.19
H -1.33 -4.96 -4.74
H -2.22 -5.64 -0.71
C 0.15 -0.12 -3.92
N 0.71 -1.33 -4.53
C 2.18 -1.47 -4.39
C -0.07 -2.26 -5.13
O 0.33 -3.28 -5.64
H 0.28 -0.24 -2.84
H -0.89 0.05 -4.21
H 0.91 0.62 -4.14
H 2.47 -2.00 -3.48
H 2.63 -1.92 -5.28
H 2.67 -0.50 -4.33
H -1.14 -2.00 -5.18
C -0.55 4.61 1.53
N -0.51 5.01 0.09
C 0.83 5.35 -0.37
C -1.56 4.86 -0.74
O -2.66 4.39 -0.39
H -0.22 5.31 2.30
H 0.01 3.68 1.60
H -1.56 4.33 1.81
H 1.32 6.14 0.20
H 1.56 4.54 -0.35
H 0.83 5.60 -1.43
H -1.32 5.30 -1.72
*
```

Properties
* SMILES: CN(C)C=O.CN(C)C=O.CN(C)C=O.CN(C)C=O.CN(C)C=O.CN(C)C=O.CN(C)C=O.CN(C)C=O.CN(C)C=O


ii | Formula: C27H63N9O9
Source: OMol25
Level of theory: ωB97M-V/def2-TZVPD

ORCA input file:
```
! RIJCOSX wB97M-V def2-TZVPD def2/J DEFGRID3
* xyz 0 1
C -0.58 1.12 -1.97
N -1.88 1.33 -1.39
C -3.04 1.82 -1.92
C -3.09 1.88 -3.43
O -3.98 2.12 -1.22
H 0.05 1.88 -1.50
H -0.58 1.22 -3.06
H -0.27 0.09 -1.79
H -2.02 1.05 -0.42
H -2.28 2.47 -3.87
H -4.05 2.22 -3.78
H -2.93 0.85 -3.78
C -8.73 -0.09 -0.23
N -7.42 -0.67 -0.04
C -6.31 0.09 0.27
C -4.98 -0.64 0.18
O -6.37 1.25 0.50
H -8.93 0.75 0.44
H -9.53 -0.80 -0.03
H -8.84 0.27 -1.26
H -7.33 -1.66 0.01
H -4.17 0.05 0.40
H -4.85 -1.14 -0.78
H -4.90 -1.35 1.02
C 4.04 -2.55 -0.55
N 5.01 -1.74 -1.23
C 5.37 -0.52 -0.74
C 6.40 0.27 -1.52
O 4.89 -0.07 0.28
H 3.00 -2.33 -0.72
H 4.30 -2.68 0.49
H 4.24 -3.58 -0.92
H 5.30 -2.02 -2.15
H 6.93 0.96 -0.89
H 5.91 0.81 -2.33
H 7.11 -0.43 -1.98
C -1.18 -1.59 -4.79
N -0.31 -2.41 -3.98
C -0.70 -3.59 -3.46
C 0.40 -4.40 -2.82
O -1.84 -3.98 -3.46
H -1.68 -0.80 -4.22
H -2.00 -2.18 -5.20
H -0.60 -1.18 -5.61
H 0.54 -1.96 -3.73
H 0.08 -5.44 -2.87
H 0.48 -4.15 -1.76
H 1.37 -4.25 -3.29
C -0.48 4.38 1.97
N -1.31 3.51 2.75
C -2.60 3.26 2.40
C -3.32 2.31 3.28
O -3.08 3.64 1.36
H 0.09 3.82 1.23
H 0.22 4.90 2.64
H -1.09 5.18 1.53
H -0.98 3.34 3.70
H -3.43 2.65 4.32
H -2.76 1.37 3.34
H -4.30 2.09 2.88
C 3.15 4.01 4.46
N 2.74 3.25 5.62
C 1.43 2.94 5.88
C 1.15 2.23 7.19
O 0.51 3.09 5.05
H 2.80 5.04 4.53
H 2.74 3.57 3.56
H 4.23 3.98 4.43
H 3.41 3.23 6.37
H 0.26 2.64 7.66
H 1.96 2.30 7.93
H 1.00 1.17 7.00
C 1.37 -0.23 1.03
N 0.49 -1.19 0.41
C -0.85 -1.13 0.49
C -1.61 -2.14 -0.31
O -1.42 -0.26 1.13
H 1.98 -0.71 1.79
H 0.78 0.54 1.51
H 1.99 0.21 0.25
H 0.86 -2.03 0.00
H -1.01 -3.05 -0.42
H -1.81 -1.80 -1.33
H -2.55 -2.39 0.15
C -0.26 -6.65 0.04
N 0.96 -6.50 0.80
C 1.77 -5.42 0.85
C 3.07 -5.61 1.64
O 1.51 -4.33 0.37
H -0.84 -7.46 0.49
H -0.06 -7.05 -0.97
H -0.87 -5.76 -0.10
H 1.27 -7.33 1.25
H 3.11 -6.58 2.11
H 3.14 -4.81 2.38
H 3.88 -5.48 0.92
C 2.64 5.61 -2.87
N 2.83 4.30 -2.30
C 2.44 3.13 -2.86
C 2.85 1.90 -2.13
O 1.93 3.07 -3.93
H 3.15 5.77 -3.82
H 3.02 6.36 -2.18
H 1.58 5.80 -3.03
H 3.40 4.23 -1.48
H 2.17 1.09 -2.33
H 2.88 2.04 -1.04
H 3.86 1.67 -2.47
*
```

Properties
* SMILES: CNC(C)=O.CNC(C)=O.CNC(C)=O.CNC(C)=O.CNC(C)=O.CNC(C)=O.CNC(C)=O.CNC(C)=O.CNC(C)=O


Which of them is the most stable, and which is the least stable? ii and i, in that order.


i | Formula: CH2OS3
Source: OMol25
Level of theory: ωB97M-V/def2-TZVPD

ORCA input file:
```
! RIJCOSX wB97M-V def2-TZVPD def2/J DEFGRID3
* xyz 0 1
C 0.57 -0.23 0.12
O 0.53 -1.57 0.10
S -1.59 2.11 0.87
S 0.53 0.74 -1.43
S -1.17 0.60 -0.13
H -0.30 -1.88 -0.28
H 1.43 0.23 0.75
*
```


ii | Formula: CH2OS3
Source: OMol25
Level of theory: ωB97M-V/def2-TZVPD

ORCA input file:
```
! RIJCOSX wB97M-V def2-TZVPD def2/J DEFGRID3
* xyz 0 1
O 0.99 1.55 0.87
S 0.81 0.24 0.27
S 1.79 -1.20 0.93
C -0.86 -0.15 -0.20
S 0.19 0.27 -1.70
H -1.86 0.48 0.03
H -1.05 -1.19 -0.20
*
```

Properties
* SMILES: O=[S@@]1(=S)CS1


Which of them is the most stable, and which is the least stable? i and ii, in that order.


i | Formula: C10H14N2O
Source: OMol25
Level of theory: ωB97M-V/def2-TZVPD

ORCA input file:
```
! RIJCOSX wB97M-V def2-TZVPD def2/J DEFGRID3
* xyz 0 1
C 1.24 -3.41 -1.75
C 0.57 -2.65 -0.81
C 0.98 -1.34 -1.12
C -0.71 3.19 1.05
C 0.19 2.31 1.93
C -1.77 2.26 0.44
C 0.10 0.93 1.31
C -1.13 0.88 0.41
C 0.24 0.85 -0.15
C -0.37 -3.11 0.24
N 1.80 -1.29 -2.13
N 1.97 -2.56 -2.52
O 0.85 1.73 -0.96
H 1.24 -4.47 -1.92
H -1.16 4.00 1.62
H -0.11 3.63 0.25
H 1.21 2.68 1.96
H -0.19 2.27 2.95
H -2.66 2.23 1.07
H -2.07 2.60 -0.55
H 0.38 0.08 1.92
H -1.78 0.02 0.36
H -1.41 -2.91 -0.05
H -0.27 -4.18 0.40
H -0.18 -2.59 1.18
H 2.57 -2.79 -3.29
H 0.48 1.67 -1.85
*
```


ii | Formula: C10H14N2O
Source: OMol25
Level of theory: ωB97M-V/def2-TZVPD

ORCA input file:
```
! RIJCOSX wB97M-V def2-TZVPD def2/J DEFGRID3
* xyz 0 1
C 0.80 3.51 -0.71
N 1.11 2.15 -0.87
C 0.24 1.34 -1.88
C 0.18 -0.02 -1.25
C 1.33 0.02 -0.20
O 1.12 -0.80 0.80
C 0.05 -1.60 1.07
C -0.33 -2.66 0.26
C -1.57 -3.22 0.53
C -2.31 -2.89 1.66
N -1.96 -1.87 2.48
C -0.74 -1.24 2.07
C 1.18 1.36 0.29
H 0.84 3.98 -1.75
H -0.18 3.62 -0.16
H 1.56 3.92 -0.04
H 0.72 1.42 -2.88
H -0.78 1.75 -1.87
H -0.80 -0.04 -0.73
H 0.16 -0.90 -1.93
H 2.31 -0.25 -0.68
H 0.43 -3.11 -0.39
H -1.93 -4.03 -0.05
H -3.33 -3.21 1.74
H -0.41 -0.47 2.82
H 2.03 1.80 0.88
H 0.29 1.45 0.79
*
```

Properties
* SMILES: CN1CC[C@H](Oc2cccnc2)C1


Which of them is the most stable, and which is the least stable? ii and i, in that order.


i | Formula: C3H15N2O3
Source: OMol25
Level of theory: ωB97M-V/def2-TZVPD

ORCA input file:
```
! RIJCOSX wB97M-V def2-TZVPD def2/J DEFGRID3
* xyz 1 1
N 2.45 -1.43 -1.93
C -1.56 0.31 0.07
C -2.53 -0.54 0.79
O -1.81 -1.34 1.88
C -1.30 1.70 0.51
N 0.14 2.00 0.61
H 3.19 -2.15 -1.85
H 1.66 -1.88 -1.49
H 2.30 -1.29 -2.93
H -1.55 0.18 -1.02
H -2.87 -1.29 0.07
H -3.37 -0.06 1.29
H -2.34 -1.56 2.66
H -1.73 2.36 -0.26
H -1.80 1.91 1.46
H 0.75 1.48 -0.02
H 0.55 2.02 1.52
H 3.10 1.86 -1.25
H 3.03 0.27 -1.44
O 2.58 1.07 -1.09
H 0.21 -0.51 0.50
H 0.13 -1.90 1.09
O 0.77 -1.21 0.86
*
```


ii | Formula: C3H15N2O3
Source: OMol25
Level of theory: ωB97M-V/def2-TZVPD

ORCA input file:
```
! RIJCOSX wB97M-V def2-TZVPD def2/J DEFGRID3
* xyz 1 1
N -0.04 0.90 0.29
C 0.05 -0.22 1.26
C -0.97 0.03 2.32
O -0.49 1.09 3.15
C -0.14 -1.57 0.48
N 0.92 -1.70 -0.47
H 0.10 1.80 0.76
H -0.93 0.84 -0.22
H 0.63 0.75 -0.47
H 1.02 -0.19 1.79
H -1.23 -0.87 2.86
H -1.95 0.48 2.00
H -0.07 0.76 3.94
H -0.11 -2.27 1.33
H -1.14 -1.57 0.05
H 1.64 -2.39 -0.33
H 0.55 -1.81 -1.41
H 1.63 -0.06 -3.52
H 2.22 1.26 -3.16
O 1.37 0.79 -3.15
H -0.23 1.41 -2.61
H -1.76 1.39 -2.77
O -1.05 1.15 -2.13
*
```


Which of them is the most stable, and which is the least stable? ii and i, in that order.